# 1
{"formula": "C51H123N9O9", "method": "wB97M-V/def2-TZVPD", "elements": ["O", "O", "O", "O", "O", "O", "O", "O", "O", "N", "N", "N", "N", "N", "N", "N", "N", "N", "C", "C", "C", "C", "C", "C", "C", "C", "C", "C", "C", "C", "C", "C", "C", "C", "C", "C", "C", "C", "C", "C", "C", "C", "C", "C", "C", "C", "C", "C", "C", "C", "C", "C", "C", "C", "C", "C", "C", "C", "C", "C", "C", "C", "C", "C", "C", "C", "C", "C", "C", "H", "H", "H", "H", "H", "H", "H", "H", "H", "H", "H", "H", "H", "H", "H", "H", "H", "H", "H", "H", "H", "H", "H", "H", "H", "H", "H", "H", "H", "H", "H", "H", "H", "H", "H", "H", "H", "H", "H", "H", "H", "H", "H", "H", "H", "H", "H", "H", "H", "H", "H", "H", "H", "H", "H", "H", "H", "H", "H", "H", "H", "H", "H", "H", "H", "H", "H", "H", "H", "H", "H", "H", "H", "H", "H", "H", "H", "H", "H", "H", "H", "H", "H", "H", "H", "H", "H", "H", "H", "H", "H", "H", "H", "H", "H", "H", "H", "H", "H", "H", "H", "H", "H", "H", "H", "H", "H", "H", "H", "H", "H", "H", "H", "H", "H", "H", "H", "H", "H", "H", "H", "H", "H"], "coordinates": [[0.10244, -4.27111, 0.09924], [-1.43552, -4.87021, -5.86193], [-7.97089, -6.06760, -2.15387], [1.32283, -9.16948, -1.21886], [0.73010, -2.57588, 4.18785], [3.68461, -0.44459, -4.53096], [5.98040, -1.06467, 2.18920], [1.25065, -13.35833, 2.06149], [4.04944, -7.86707, 2.39238], [-0.78136, -2.09290, -6.51390], [2.83766, -10.12280, 1.13545], [-7.18996, -4.93476, -2.48084], [3.36654, -8.54159, -3.07746], [-0.47918, -1.34021, 0.96895], [0.23216, 0.36334, -4.81158], [6.14559, -9.76025, 1.58559], [5.88917, -2.34945, 2.81878], [0.77157, -4.82947, -0.99284], [1.57460, 0.10639, -5.35139], [-5.75554, -2.95852, -4.01683], [1.04000, -4.89108, -3.43766], [5.23580, -2.22007, 4.10531], [-1.23634, -6.23465, -6.14331], [2.06673, -13.94072, 3.03604], [-5.76464, -6.23668, -4.07179], [-8.64648, -4.47486, -4.40345], [2.73216, -10.47011, -4.38384], [2.71789, -3.41839, -0.30023], [-5.17891, -5.90784, -1.63146], [2.54643, -4.64114, -3.26243], [6.19683, -8.28398, 1.39671], [-3.08528, -1.81996, -7.22399], [-5.84743, -5.27039, -2.86010], [5.42389, -7.62881, 2.49961], [0.74447, -3.87728, 4.70695], [7.07493, -4.37869, 3.43561], [5.11461, -3.59564, 4.70899], [1.63817, -10.07855, -2.20714], [2.46707, -5.76912, 0.40724], [5.73010, -7.84850, 0.00957], [1.74397, 0.78673, -6.68051], [3.81805, -1.67351, 3.92900], [2.63695, 0.42507, -4.34678], [2.98753, -5.24991, -1.93306], [2.20954, -4.81144, -0.70178], [-2.26284, -4.10556, -6.70338], [2.24727, -9.41721, -3.44539], [4.64290, -0.33953, -3.50652], [5.95034, -1.25168, 5.04402], [-9.07893, -3.44331, -2.13037], [0.18624, -4.42777, -2.27368], [0.69912, -10.44567, 2.36057], [0.46363, -1.37147, 2.12846], [0.04042, -2.50660, 2.96650], [0.39329, -0.05728, 2.91947], [0.18678, -8.38082, -1.49510], [-1.15056, -5.11017, -2.39627], [2.04243, -11.04107, 1.98216], [7.16912, -3.03822, 2.73740], [8.34047, -2.23068, 3.28674], [-0.03587, -2.90638, -2.38531], [1.92469, -12.38589, 1.27972], [-5.03139, -4.02792, -3.17347], [7.49359, -3.37479, 1.27436], [-2.14838, -2.63728, -6.34252], [3.33712, -7.18152, 3.41360], [-8.00057, -3.89848, -3.12214], [6.46249, -4.31592, 4.81416], [-7.16786, -2.67825, -3.52429], [6.65776, -5.19729, 2.84019], [4.64567, -7.77492, -0.03500], [0.91808, -2.36904, -2.41727], [-5.73784, -3.22808, -5.08453], [-1.89016, -4.76486, -1.66736], [3.29370, -1.75983, 4.87962], [-9.47732, -3.83695, -4.72690], [3.03040, -7.84285, -2.41868], [-0.16103, -2.77002, -6.05079], [3.08046, -6.33478, -2.03600], [5.33233, -1.09649, 1.47473], [-2.63650, -1.79811, -8.22768], [-7.92417, -4.50714, -5.22533], [-4.10361, -6.05878, -1.75681], [-8.64853, -3.52637, -1.12470], [7.14238, -3.81306, 5.50617], [2.27694, -7.29892, 3.19009], [6.12471, -8.51006, -0.76399], [-4.05116, -2.31779, -7.33440], [0.21868, -0.03897, -3.87852], [-0.27713, -4.20444, 4.93887], [-4.12412, -4.26971, -3.73105], [-9.94824, -4.10546, -2.05675], [6.57838, -3.40323, 0.67232], [6.23646, -5.29512, 5.24778], [8.20949, -1.17503, 3.03180], [5.25968, -0.79264, 5.74574], [-6.65399, -6.85519, -4.19552], [2.55197, -2.66009, -1.06513], [0.34840, -7.72041, -2.35388], [2.69496, -11.14030, 2.86240], [4.65023, -3.52075, 5.69554], [-5.12982, -2.06165, -3.97850], [-2.44595, -2.47621, -5.29989], [1.39887, -3.86695, 5.57221], [7.25239, -8.01327, 1.52385], [5.19267, -10.06322, 1.75725], [0.93714, 0.50838, -7.35950], [-1.08220, -6.18482, -2.18538], [2.30002, -10.85005, -1.80939], [-3.30592, -4.45684, -6.57249], [1.63185, -0.98092, -5.53940], [2.94206, -12.71435, 1.02863], [0.77722, -9.44601, 2.79725], [3.62771, -10.95127, -3.98858], [-0.43752, -0.48592, 0.41622], [-0.46656, -2.17013, -7.48412], [3.28323, -2.25263, 3.17677], [3.10674, -5.15341, -4.04168], [0.19216, -3.30130, -0.01157], [8.12316, -4.70197, 3.54546], [1.41402, -14.55465, 3.64400], [-5.43193, -5.74244, -4.98303], [-2.10702, -6.84619, -5.87962], [3.51505, -6.09399, 3.47526], [-1.04489, -2.49055, 3.17825], [-7.91544, -6.13868, -1.19328], [-7.71868, -2.11326, -4.28231], [1.06215, 0.70761, 2.51841], [5.00882, 0.69306, -3.36626], [-5.00198, -7.00489, -3.86194], [6.72888, -1.79375, 5.58244], [2.69309, 0.48516, -7.13271], [1.90197, -5.53923, 1.31437], [-0.66478, -2.52434, -1.58381], [2.69291, -3.55932, -3.32191], [-5.62040, -6.87330, -1.37855], [-9.04069, -5.48108, -4.27140], [1.31750, -12.24040, 0.38064], [0.01745, -7.77889, -0.60553], [2.27434, -3.07038, 0.63877], [-1.57532, -5.03875, -3.40084], [-0.61659, 0.35688, 2.93627], [2.26639, -9.71885, 0.38787], [-3.19584, -0.78554, -6.91964], [3.78489, -3.46966, -0.08459], [4.03502, -4.91973, -1.83536], [-1.03709, -6.38666, -7.21904], [0.87026, -5.97281, -3.52133], [0.71613, -10.60890, -2.51728], [2.53338, -13.18515, 3.68037], [5.61148, -6.54332, 2.42062], [1.14613, -4.58726, 3.96615], [4.10412, -9.03986, -2.58968], [-0.43580, -0.16471, -5.36980], [3.53242, -5.69752, 0.66736], [1.44018, -8.83359, -3.89266], [5.86728, -7.92407, 3.46074], [-4.72337, -3.46645, -2.28333], [0.69435, -0.22626, 3.95838], [-0.48505, -2.68896, -3.36035], [3.59356, -7.57351, 4.40903], [2.01504, -11.23982, -4.67254], [8.39268, -2.28588, 4.37551], [2.87402, -14.49498, 2.54429], [-1.43806, -1.27531, 1.32405], [1.74221, 1.87586, -6.58703], [0.19478, -11.02036, 3.14886], [1.43913, -1.43817, 1.65626], [-9.43520, -2.43440, -2.32621], [6.46389, -10.23633, 0.75282], [0.75202, -4.38438, -4.36036], [9.30033, -2.51266, 2.85577], [3.77962, -0.61997, 3.64350], [0.15027, -3.46975, 2.43769], [-0.68957, -9.01197, -1.69062], [-7.08154, -1.97050, -2.68601], [-5.28249, -5.18950, -0.81338], [2.21116, 0.26852, -3.33809], [6.44618, -0.47120, 4.47090], [3.21493, -9.35455, 1.68975], [2.92029, 1.48448, -4.40935], [2.99014, -9.96511, -5.32060], [-2.04763, -4.24576, -7.77993], [4.26935, -0.67979, -2.53326], [0.06521, -10.38451, 1.47089], [8.09459, -2.60147, 0.78882], [6.19089, -6.88126, -0.24629], [-0.32286, -6.54146, -5.64043], [4.47381, -4.19129, 4.04388], [2.24701, -6.81767, 0.18946], [7.92662, -4.36196, 1.11520], [5.51233, -0.92474, -3.80797]], "lowdin_charge": [-0.04, -0.22, -0.01, -0.24, -0.20, -0.17, -0.02, -0.19, -0.22, 0.05, 0.06, -0.12, 0.07, 0.04, 0.04, 0.05, -0.08, -0.08, -0.47, -0.18, -0.13, -0.54, -0.09, -0.12, -0.01, -0.03, -0.08, -0.01, -0.04, -0.14, -0.41, -0.06, -0.52, -0.23, -0.10, -0.15, -0.14, -0.23, -0.03, -0.05, -0.06, -0.03, -0.25, -0.13, -0.51, -0.22, -0.45, -0.11, -0.02, -0.04, -0.51, -0.05, -0.41, -0.23, -0.05, -0.09, -0.03, -0.43, -0.52, -0.03, -0.01, -0.20, -0.14, -0.03, -0.43, -0.09, -0.51, -0.16, -0.14, 0.08, 0.06, 0.07, 0.10, 0.08, 0.09, 0.08, 0.02, 0.07, 0.08, 0.10, 0.08, 0.08, 0.07, 0.09, 0.10, 0.08, 0.07, 0.07, 0.05, 0.09, 0.11, 0.08, 0.07, 0.11, 0.08, 0.09, 0.08, 0.07, 0.06, 0.13, 0.13, 0.11, 0.13, 0.09, 0.13, 0.04, 0.07, 0.07, 0.13, 0.12, 0.12, 0.12, 0.06, 0.08, 0.08, 0.09, 0.07, 0.12, 0.04, 0.13, 0.09, 0.07, 0.09, 0.07, 0.14, 0.11, 0.12, 0.08, 0.09, 0.08, 0.07, 0.08, 0.08, 0.07, 0.10, 0.08, 0.08, 0.12, 0.09, 0.06, 0.07, 0.08, 0.04, 0.08, 0.08, 0.13, 0.09, 0.10, 0.13, 0.08, 0.10, 0.08, 0.07, 0.03, 0.09, 0.13, 0.14, 0.12, 0.07, 0.08, 0.10, 0.08, 0.07, 0.09, 0.08, 0.08, 0.08, 0.11, 0.08, 0.06, 0.11, 0.09, 0.09, 0.11, 0.10, 0.12, 0.09, 0.12, 0.08, 0.03, 0.14, 0.08, 0.14, 0.08, 0.08, 0.08, 0.08, 0.08, 0.11, 0.08, 0.08, 0.09], "spin_multiplicity": 1, "homo_ev": -8.20, "energy_ev": -86714.0543, "smiles": "CC1(C)CCCC(C)(C)N1O.CC1(C)CCCC(C)(C)N1O.CC1(C)CCCC(C)(C)N1O.COC[C@H](C)N.COC[C@H](C)N.COC[C@H](C)N.COC[C@H](C)N.COC[C@H](C)N.COC[C@H](C)N"}

=====

# 2
{"formula": "C28H26EuN8O3SSe2", "method": "wB97M-V/def2-TZVPD", "elements": ["Eu", "Se", "Se", "S", "O", "O", "O", "N", "N", "N", "N", "N", "N", "N", "N", "C", "C", "C", "C", "C", "C", "C", "C", "C", "C", "C", "C", "C", "C", "C", "C", "C", "C", "C", "C", "C", "C", "C", "C", "C", "C", "C", "C", "H", "H", "H", "H", "H", "H", "H", "H", "H", "H", "H", "H", "H", "H", "H", "H", "H", "H", "H", "H", "H", "H", "H", "H", "H", "H"], "coordinates": [[0.25726, 0.06107, -0.41040], [1.51335, 0.78443, 3.23120], [0.75278, 2.54292, 0.99732], [-0.53475, 2.13846, -2.38073], [-4.04754, -0.64311, 2.63317], [-0.08306, -1.13876, 1.55462], [1.92210, 0.58836, -1.97034], [2.64271, -0.19860, 0.85435], [1.73843, -2.80322, -1.92784], [2.10165, 1.75641, -2.57318], [-2.26543, -1.49031, 0.93899], [-1.74213, 1.54676, 0.44815], [-0.70127, -1.04485, -2.73295], [1.13552, -2.49552, -0.66430], [-1.77687, -1.38100, -0.33629], [-3.19688, 3.16619, 2.15807], [3.91538, -0.65315, 2.84039], [-0.88769, -1.41353, 4.28470], [-3.44466, -0.54792, 4.90648], [3.63856, 3.24631, -3.60906], [-1.79142, -1.16966, 3.25266], [-1.11961, 2.39947, 1.27331], [-1.92985, -2.08818, -5.02210], [2.78969, -0.10913, 2.19105], [-3.10029, -0.77754, 3.57520], [4.90338, -1.25849, 2.10318], [1.03293, 2.57524, -2.84444], [3.35709, 2.09301, -2.93203], [-0.76334, -1.30919, -5.11681], [-1.24765, -1.23749, 5.60922], [3.63692, -0.76368, 0.15316], [-2.52491, -0.77962, 5.91339], [-2.39362, -1.96595, -1.33420], [-1.32989, -1.25514, 1.84434], [1.31223, 3.77184, -3.54301], [-0.20451, -0.82639, -3.94777], [2.58221, 4.10864, -3.92686], [-1.84919, -1.78422, -2.63796], [-3.84190, 2.36691, 1.22371], [-3.07240, 1.55606, 0.41279], [4.77176, -1.30479, 0.71429], [-1.81546, 3.19503, 2.18026], [-2.46897, -2.32786, -3.78318], [5.77980, -1.67185, 2.58763], [2.47150, -3.49535, -1.82782], [2.77125, 5.02902, -4.46409], [4.11429, 1.37619, -2.65223], [5.53946, -1.74171, 0.08993], [3.50208, -0.76803, -0.92179], [0.46473, 4.40383, -3.76180], [-2.80902, -0.61145, 6.94577], [3.98424, -0.56358, 3.91524], [-3.76504, 3.76594, 2.85855], [-1.26537, 3.81498, 2.87392], [-0.31006, -1.08358, -6.07299], [2.13771, -1.95281, -2.30422], [1.78931, -2.56953, 0.10970], [-4.91954, 2.34262, 1.15045], [-3.37102, -2.91711, -3.66971], [-3.28223, -2.58255, -1.20462], [-3.64965, -1.00459, 1.79199], [-0.53272, -1.43051, 6.39940], [-3.52750, 0.87916, -0.30249], [4.65812, 3.47023, -3.88592], [0.69534, -0.22158, -3.99090], [0.10852, -1.73883, 4.02016], [-4.44797, -0.20550, 5.12862], [-2.40320, -2.48792, -5.91162], [0.39634, -3.16525, -0.50168]], "mulliken_spin": [4.04, 0.55, 0.38, 0.01, 0.00, 0.03, -0.01, 0.02, 0.00, 0.01, -0.05, 0.04, 0.15, 0.02, 0.26, -0.01, -0.04, 0.02, -0.01, 0.00, 0.02, -0.03, 0.04, 0.04, 0.01, 0.02, 0.01, 0.00, 0.16, -0.03, 0.00, 0.02, 0.17, 0.01, -0.01, -0.06, 0.00, 0.12, 0.03, -0.02, 0.01, 0.03, 0.00, 0.00, 0.00, 0.00, 0.00, 0.00, 0.00, 0.00, 0.00, 0.00, 0.00, 0.00, 0.01, 0.00, -0.01, 0.00, 0.00, 0.03, 0.01, 0.00, 0.01, 0.00, 0.01, 0.02, 0.00, 0.01, 0.00], "total_charge": -1, "spin_multiplicity": 7, "homo_ev": [-1.95, -4.40], "energy_ev": -208378.9876, "s2": 12.03}

=====

# 3
{"formula": "C4H7N3O2", "method": "wB97M-V/def2-TZVPD", "elements": ["O", "O", "N", "N", "N", "C", "C", "C", "C", "H", "H", "H", "H", "H", "H", "H"], "coordinates": [[0.52949, -0.20890, 0.50423], [3.92980, -0.16005, -0.24362], [-1.38440, 0.41915, -0.39686], [0.34889, 1.99070, -0.24607], [1.89575, 0.04139, 0.65877], [-0.13135, 0.80363, -0.11143], [2.79586, -0.53589, -0.22985], [-1.72977, -1.01518, -0.57061], [-2.16519, -0.29855, 0.61346], [2.34336, -1.29450, -0.79616], [-2.34605, -1.18034, -1.40638], [-0.38723, 2.53807, -0.62171], [2.09142, 0.97792, 1.06564], [-1.67895, -0.43258, 1.54434], [-0.96100, -1.76581, -0.46781], [-3.15062, 0.12095, 0.70409]], "lowdin_charge": [-0.03, 0.06, -0.01, 0.18, 0.04, -0.50, -0.31, -0.08, -0.09, 0.12, 0.10, 0.04, 0.16, 0.11, 0.11, 0.11], "spin_multiplicity": 1, "homo_ev": -9.86, "energy_ev": -12823.4779, "smiles": "[H]/N=C(/ONC=O)N1CC1"}